Formula: C63H48F5NO7P2SSbSe2TeV
Source: OMol25
Level of theory: ωB97M-V/def2-TZVPD

Structure (XYZ):
```
132
Properties=species:S:1:pos:R:3:forces:R:3
V -0.274187 0.323689 0.520598 -1.079 -1.044 -0.019
C 1.923068 -3.477861 5.557803 -0.096 -0.040 -0.084
O 0.915794 -4.231747 4.894804 0.203 -0.032 0.192
C 0.205981 -3.594770 3.932933 -0.073 0.046 -0.127
C -0.776285 -4.384265 3.286585 0.107 -0.003 0.108
C -1.527396 -3.824862 2.296233 -0.038 0.065 -0.085
C -1.343379 -2.485895 1.879688 -0.005 -0.163 -0.010
C -2.155516 -1.877358 0.867779 -0.090 -0.097 0.272
C -3.306306 -2.580174 0.223661 -0.120 -0.133 0.005
O -1.976921 -0.703339 0.474249 -0.418 -0.236 -0.250
C -0.326390 -1.720705 2.515707 -0.149 0.142 -0.012
O -0.081088 -0.496596 2.199033 -0.029 -0.657 1.170
C 0.410252 -2.284084 3.580044 -0.014 -0.154 -0.054
H 2.412597 -4.162281 6.244612 -0.017 -0.051 0.030
H 1.485363 -2.648182 6.116790 -0.020 0.025 0.010
H 2.656788 -3.086548 4.851174 -0.014 0.006 -0.033
H -0.908062 -5.414067 3.592675 0.029 0.042 -0.013
H -2.272424 -4.438097 1.807259 0.029 0.019 -0.012
H -3.685253 -3.423449 0.793978 -0.012 0.008 -0.032
H -2.960355 -2.926387 -0.754488 0.004 -0.016 0.024
H -4.100133 -1.852998 0.058551 -0.007 0.029 -0.032
H 1.160403 -1.653647 4.029163 0.059 0.013 -0.004
Te -4.104476 1.255211 1.370196 -0.053 0.634 -0.043
C -5.342071 2.684534 2.313239 0.014 -0.156 -0.010
C -5.055540 4.040199 2.303754 -0.011 0.218 -0.018
C -5.897056 4.910667 2.982784 -0.067 -0.086 0.038
N -6.988156 4.535414 3.659123 0.113 -0.089 -0.087
C -7.259343 3.226524 3.648887 0.074 0.080 -0.041
C -6.482382 2.278837 3.002063 -0.079 -0.024 0.046
C -2.531171 2.664332 0.854561 0.147 -1.184 -0.037
P -1.784582 2.016537 -0.729843 -0.810 0.902 -0.152
C -1.367469 3.561492 -1.654085 0.076 -0.024 -0.022
C -1.127542 3.509520 -3.029236 -0.018 0.034 0.043
C -0.787572 4.661307 -3.725199 -0.038 0.012 0.082
C -0.686172 5.878370 -3.059380 -0.013 -0.067 -0.025
C -0.949421 5.940719 -1.698635 0.000 -0.040 -0.008
C -1.290381 4.787169 -1.000772 -0.065 0.059 -0.061
C -3.142726 1.455890 -1.821284 0.175 -0.187 0.019
C -4.281369 2.238890 -2.000729 -0.006 0.026 -0.041
C -5.279916 1.823997 -2.863012 -0.007 -0.058 -0.046
C -5.148078 0.619993 -3.554195 0.019 0.052 0.044
C -4.017097 -0.160626 -3.378448 0.006 0.017 0.031
C -3.011159 0.258602 -2.511406 -0.032 -0.023 0.022
P -1.171789 2.027481 1.911445 0.011 1.346 0.213
C -1.826973 2.015404 3.619632 0.031 -0.064 -0.014
C -2.334732 3.220370 4.102380 -0.043 0.023 0.061
C -2.936848 3.286292 5.351105 0.004 0.001 -0.027
C -3.021226 2.147425 6.140643 0.052 -0.071 -0.052
C -2.503924 0.944676 5.671900 -0.035 0.097 0.011
C -1.915981 0.877862 4.415812 0.090 -0.048 0.018
C 0.260902 3.188731 2.095666 -0.049 0.065 0.146
C 0.815828 3.465342 3.349241 -0.040 0.076 -0.035
C 1.998567 4.185324 3.462717 -0.061 -0.033 0.000
C 2.652162 4.639854 2.326931 0.010 -0.001 0.049
C 2.124405 4.358667 1.077701 -0.005 -0.021 -0.025
C 0.951675 3.630050 0.965345 -0.027 0.002 0.055
H -4.178772 4.394186 1.767397 -0.047 -0.007 0.053
H -5.680443 5.975586 2.989255 -0.008 -0.017 -0.008
H -8.147334 2.921072 4.195728 0.013 -0.004 -0.009
H -6.761093 1.229621 3.044694 -0.006 0.067 0.036
H -1.169480 2.558800 -3.550538 0.028 0.007 0.013
H -0.584831 4.599524 -4.788506 0.001 -0.007 0.024
H -0.397796 6.773057 -3.599901 -0.019 -0.013 0.002
H -0.884036 6.887253 -1.173925 0.008 -0.020 0.007
H -1.509199 4.836167 0.058191 -0.004 -0.006 0.029
H -4.377207 3.168225 -1.449604 0.000 0.009 -0.036
H -6.163696 2.435312 -3.003727 0.007 -0.002 0.015
H -5.926831 0.299585 -4.236916 0.000 0.006 0.012
H -3.904102 -1.089650 -3.924385 0.023 0.022 0.006
H -2.114230 -0.335688 -2.380008 0.023 -0.017 -0.040
H -2.263561 4.108639 3.485032 -0.034 -0.020 0.009
H -3.354619 4.223758 5.700240 0.030 -0.019 -0.013
H -3.490221 2.196473 7.116517 -0.007 -0.008 -0.020
H -2.572349 0.049054 6.278290 0.008 0.014 -0.006
H -1.534477 -0.066514 4.052375 -0.011 0.046 -0.016
H 0.326199 3.114177 4.247276 0.019 -0.013 0.022
H 2.414035 4.377883 4.445645 -0.011 -0.006 -0.016
H 3.586401 5.181176 2.415091 -0.009 0.011 -0.002
H 2.643075 4.663246 0.177589 -0.015 -0.016 0.003
H 0.608017 3.378961 -0.024263 -0.011 -0.068 -0.092
F 4.190429 4.582045 -6.333972 0.006 -0.014 -0.002
C 3.364881 3.648050 -5.815200 0.110 0.103 -0.087
C 2.938196 3.732618 -4.507931 -0.035 0.072 0.198
F 3.360117 4.761813 -3.747860 -0.026 -0.036 -0.012
C 2.089543 2.773287 -3.988464 -0.037 0.007 0.120
F 1.734757 2.933341 -2.705657 0.077 -0.070 -0.040
C 1.605330 1.688556 -4.731028 -0.014 0.089 0.012
Se 0.417381 0.415476 -4.014003 -0.054 -0.068 -0.191
C 2.078623 1.642372 -6.044649 0.007 -0.033 -0.067
F 1.700278 0.650409 -6.872417 0.000 0.006 0.014
C 2.932955 2.587025 -6.580988 -0.029 -0.103 -0.152
F 3.348718 2.491006 -7.863248 -0.021 -0.012 0.029
O 2.066023 -0.944840 0.929367 -0.081 0.443 -0.248
Se 2.485539 0.199496 -0.165816 1.677 -0.141 0.057
O 3.126461 -0.618392 -1.451830 -0.452 -0.030 0.447
O 1.007879 0.915011 -0.609572 1.433 0.739 -0.548
O 3.451393 1.340517 0.439876 -0.242 -0.156 -0.351
S 0.022730 -2.185430 -1.281242 0.131 0.111 0.147
Sb 2.172712 -2.944829 -1.151730 -0.136 -0.353 -0.689
C 3.146154 -2.966174 -3.026495 0.086 0.029 0.050
C 4.494165 -3.285142 -3.156474 -0.034 -0.041 -0.055
C 5.081251 -3.305889 -4.415705 -0.055 0.027 0.006
C 4.321735 -2.999218 -5.539468 -0.044 0.007 0.050
C 2.978570 -2.670249 -5.403252 0.047 -0.029 0.004
C 2.385797 -2.659218 -4.146196 0.148 -0.005 -0.046
C 3.601202 -3.177722 0.390936 -0.115 0.246 0.097
C 3.237497 -3.940250 1.494308 0.108 0.006 0.014
C 4.114076 -4.070956 2.562819 0.050 -0.006 -0.012
C 5.345085 -3.424666 2.535282 -0.045 -0.014 -0.073
C 5.697161 -2.650310 1.436712 -0.051 -0.040 -0.021
C 4.825288 -2.522477 0.360870 0.051 -0.055 0.067
C 1.761025 -5.095088 -1.259876 0.049 -0.226 -0.002
C 2.752787 -6.044574 -0.987461 -0.196 0.053 -0.084
C 2.526996 -7.403254 -1.189729 -0.001 0.125 0.023
C 1.306727 -7.837456 -1.688615 -0.042 0.049 -0.016
C 0.314956 -6.908385 -1.978317 0.052 0.082 0.030
C 0.539302 -5.550898 -1.761897 0.137 -0.049 0.133
H 5.093614 -3.515666 -2.282060 -0.004 -0.007 -0.020
H 6.133880 -3.545548 -4.517452 -0.019 -0.007 0.001
H 4.782229 -3.003710 -6.521060 -0.008 0.017 0.018
H 2.389995 -2.393288 -6.269683 0.008 0.009 0.024
H 1.350407 -2.365057 -4.039307 -0.047 0.054 -0.009
H 2.269854 -4.427739 1.528359 -0.016 -0.031 -0.006
H 3.834786 -4.679093 3.417003 -0.004 0.034 -0.031
H 6.026128 -3.520753 3.372625 0.001 0.011 0.003
H 6.643180 -2.123098 1.421998 0.006 -0.018 0.001
H 5.078154 -1.885282 -0.478334 -0.030 0.021 0.050
H 3.717414 -5.724174 -0.610274 0.020 -0.003 0.018
H 3.304216 -8.122129 -0.955407 0.013 0.016 -0.022
H 1.130904 -8.894392 -1.855166 -0.003 0.015 0.008
H -0.637299 -7.241020 -2.377745 0.016 0.017 0.020
H -0.239569 -4.825988 -1.973855 0.016 -0.016 -0.013
```
Forces are in eV/Å.

* orbital gap (spin up / spin down): 0.18720 / 0.18718 hartree
* expectation value of S²: 2.017
* 2S+1: 3
* net charge: -2